C5H13NO | the ωB97M-V functional and the def2-TZVPD basis

Bonds (Å) are listed after each position.
CARTESIAN COORDINATES (ANGSTROEM)
1 H 1.6479 -2.1687 -0.5536  C18 1.081
2 C 0.8068 -0.6734 -1.8069  H3 1.090, H13 1.103, H17 1.100, C18 1.465
3 H 0.1018 -1.4698 -2.0433  C2 1.090
4 N -2.4307 -0.1995 1.3056  C6 1.451, H8 1.046, H14 1.012
5 O -1.9510 0.3967 -1.2487  H9 0.963
6 C -1.2500 0.5946 1.5899  N4 1.451, H11 1.089, H15 1.097, H16 1.081
7 H 2.6302 -0.6369 1.1237  C10 1.088
8 H -2.4066 -0.2822 0.2633  N4 1.046
9 H -2.6627 0.1584 -1.8526  O5 0.963
10 C 2.0345 -0.2159 0.3159  H7 1.088, C18 1.387, C19 1.364
11 H -1.3948 1.5695 1.1276  C6 1.089
12 H 2.4707 1.6804 1.0609  C19 1.079
13 H 0.2147 0.2462 -1.6672  C2 1.103
14 H -2.3917 -1.1001 1.7656  N4 1.012
15 H -0.3396 0.1665 1.1528  C6 1.097
16 H -1.1297 0.7397 2.6544  C6 1.081
17 H 1.4750 -0.4415 -2.6496  C2 1.100
18 C 1.6483 -1.0959 -0.6845  H1 1.081, C2 1.465, C10 1.387
19 C 1.8123 1.1270 0.4090  C10 1.364, H12 1.079, H20 1.080
20 H 1.1146 1.6048 -0.2623  C19 1.080

ΔE to the lowest compared entry with this formula, charge and spin: 155.4 kcal/mol
E_tot: -8927.2728 eV
Lowest unoccupied orbital energy: -3.22 eV
E_HOMO: -7.384 eV